# 1
17
Properties=species:S:1:pos:R:3:nbo_charge:R:1 method="wB97M-V/def2-TZVPD" lumo_energy_ha=0.005 charge=-1
C -0.008 -0.300 -0.055 -0.369
N -0.528 0.303 -1.166 -0.054
C -2.051 0.600 -1.120 0.349
N -2.197 1.790 -0.199 -0.866
O -2.583 0.741 -2.255 -0.701
C 1.500 -0.475 -0.048 -0.422
C 1.940 -1.142 1.251 -0.542
S 3.738 -1.012 1.448 -0.562
H -0.353 0.164 0.898 0.227
H -0.423 -1.275 0.170 0.284
H -2.378 -0.322 -0.577 0.137
H -2.468 2.527 -0.842 0.369
H -1.264 2.014 0.141 0.341
H 1.813 -1.101 -0.873 0.213
H 2.077 0.447 -0.116 0.220
H 1.499 -0.752 2.167 0.188
H 1.685 -2.209 1.177 0.187

# 2
17
Properties=species:S:1:pos:R:3:nbo_charge:R:1 method="wB97M-V/def2-TZVPD" lumo_energy_ha=0.138 smiles="NC[C@@H](C[S-])NC=O" charge=-1
N 1.731 -0.033 1.673 -0.896
C 0.305 0.042 1.277 -0.219
C 0.025 -0.279 -0.283 -0.059
C -0.318 -1.713 -0.580 -0.526
S -0.605 -2.087 -2.476 -0.772
N -0.988 0.608 -0.833 -0.611
C -1.146 1.945 -0.745 0.521
O -0.411 2.789 -0.228 -0.678
H 2.370 0.753 1.602 0.364
H 2.392 -0.840 1.609 0.359
H -0.299 -0.510 1.887 0.178
H 0.215 1.067 1.337 0.220
H 1.070 -0.047 -0.908 0.186
H -1.267 -2.011 -0.359 0.209
H 0.560 -2.258 -0.280 0.201
H -1.645 0.124 -1.370 0.419
H -1.988 2.448 -1.323 0.103

# 3
17
Properties=species:S:1:pos:R:3:nbo_charge:R:1 method="wB97M-V/def2-TZVPD" lumo_energy_ha=-0.160 charge=+1
C 1.213 -0.363 0.486 -0.423
C 1.087 0.949 0.126 0.497
C 0.288 -1.444 0.023 -0.251
C -1.537 0.020 0.645 0.093
N -1.070 -0.911 -0.146 -0.502
N -0.059 1.512 -0.440 -0.857
O 2.073 1.778 0.448 -0.669
S -2.902 0.971 0.318 0.267
H 2.144 -0.779 0.919 0.239
H 0.578 -1.924 -0.964 0.231
H 0.355 -2.055 0.823 0.227
H -1.036 0.012 1.553 0.243
H -1.617 -1.229 -0.902 0.417
H -0.067 2.553 -0.347 0.434
H -0.276 1.045 -1.401 0.411
H 2.974 1.354 0.445 0.518
H -2.811 0.563 -0.964 0.124

# 4
17
Properties=species:S:1:pos:R:3:nbo_charge:R:1 method="wB97M-V/def2-TZVPD" lumo_energy_ha=-0.171 smiles="[H]/N=C(C)/[NH+]=C(/C)OS" charge=+1
H 3.282 0.331 -1.492 0.386
N 2.471 -0.189 -1.108 -0.593
C 1.662 0.353 -0.333 0.449
C 1.262 1.613 0.336 -0.720
N 0.779 -0.781 0.002 -0.552
C -0.542 -0.601 0.085 0.725
C -1.452 -1.813 0.282 -0.715
O -1.137 0.512 0.109 -0.571
S -2.882 0.578 0.083 0.363
H 2.103 1.980 0.937 0.275
H 0.410 1.525 1.000 0.250
H 0.820 2.278 -0.426 0.266
H 1.031 -1.741 -0.327 0.458
H -0.785 -2.674 0.269 0.261
H -2.040 -1.813 -0.675 0.263
H -2.269 -1.517 0.988 0.283
H -2.713 1.958 0.269 0.172

# 5
18
Properties=species:S:1:pos:R:3:nbo_charge:R:1 method="wB97M-V/def2-TZVPD" lumo_energy_ha="-0.207 / -0.188" charge=+1
C 0.830 0.316 0.195 0.427
C -0.135 0.804 -0.623 -0.044
C 1.143 -0.873 -1.773 0.002
C -2.099 1.197 2.443 -0.812
N 1.680 -0.532 -0.505 -0.635
N -0.094 0.017 -1.860 -0.580
O 1.059 0.660 1.449 -0.622
S 0.705 -2.654 -1.958 0.036
S -2.568 1.149 0.731 0.230
H 1.817 -0.655 -2.607 0.242
H -1.018 1.094 2.507 0.265
H -2.582 0.372 2.965 0.243
H -2.402 2.151 2.869 0.242
H 2.557 -0.906 -0.179 0.442
H -0.952 -0.544 -1.956 0.460
H -0.065 0.647 -2.671 0.449
H 1.977 0.538 1.724 0.513
H 0.149 -2.780 -0.751 0.141

# 6
16
Properties=species:S:1:pos:R:3:nbo_charge:R:1 method="wB97M-V/def2-TZVPD" lumo_energy_ha="-0.182 / -0.182" charge=+1
C 1.569 1.944 -1.623 0.250
C -1.256 0.426 0.145 -0.289
C 0.127 -0.037 -0.227 -0.389
C -0.848 -1.652 1.614 -0.411
N 2.651 1.282 -1.649 -0.752
N -0.460 -0.288 1.136 -0.381
S 0.380 2.978 -1.724 0.374
H -1.325 1.498 0.283 0.208
H -2.235 -0.028 -0.208 0.228
H 0.068 -1.067 -0.660 0.169
H -0.232 -2.080 2.360 0.234
H -1.866 -1.513 1.935 0.219
H -0.895 -2.294 0.761 0.219
H 2.902 0.631 -0.922 0.476
H 3.320 1.776 -2.175 0.436
H -0.228 0.162 1.976 0.411

# 7
16
Properties=species:S:1:pos:R:3:nbo_charge:R:1 method="wB97M-V/def2-TZVPD" lumo_energy_ha=0.037
C -1.868 0.952 0.473 -0.695
C -0.999 1.556 -0.591 0.182
N 0.145 1.125 -1.022 -0.426
C 0.648 -0.041 -0.509 0.384
C 1.964 0.083 0.215 -0.690
N -0.003 -1.150 -0.716 -0.337
N 0.550 -2.275 -0.197 -0.678
H -1.324 0.269 1.126 0.225
H -2.279 1.762 1.082 0.220
H -2.699 0.428 -0.007 0.245
H -1.405 2.458 -1.081 0.176
H 2.731 -0.484 -0.319 0.245
H 2.276 1.130 0.272 0.229
H 1.865 -0.308 1.231 0.225
H 0.189 -3.083 -0.712 0.354
H 0.210 -2.422 0.757 0.342

# 8
16
Properties=species:S:1:pos:R:3:nbo_charge:R:1 method="wB97M-V/def2-TZVPD" lumo_energy_ha="-0.005 / -0.021"
C 1.796 -0.762 0.991 -0.617
C 0.863 -0.625 -0.207 -0.159
N 1.510 -0.477 -1.421 -0.439
H 0.855 -0.051 -2.080 0.305
H 0.031 -1.588 -0.199 0.278
H 2.487 -1.584 0.798 0.226
H 2.391 0.147 1.111 0.204
H 1.248 -0.939 1.918 0.212
N -2.563 0.104 -0.656 -0.566
C -0.349 1.471 0.548 -0.426
N -1.389 -0.512 -0.486 -0.230
C -0.351 0.277 -0.079 0.071
H -2.591 1.112 -0.790 0.357
H -3.229 -0.405 -1.221 0.380
H 0.563 1.842 0.993 0.214
H -1.273 1.990 0.779 0.191

# 9
16
Properties=species:S:1:pos:R:3:nbo_charge:R:1 method="wB97M-V/def2-TZVPD" lumo_energy_ha=0.015
N -0.013 0.825 0.647 -0.586
C -1.122 0.452 0.071 0.512
C 0.947 -0.321 -0.009 0.354
N -2.343 0.993 0.196 -0.774
N 1.811 0.142 -1.026 -0.840
C -0.660 -0.653 -0.786 -0.613
C 1.499 -1.112 0.993 -0.836
H 0.110 1.367 1.503 0.394
H -2.510 1.822 0.743 0.401
H -3.132 0.547 -0.236 0.411
H 2.636 0.591 -0.653 0.375
H 1.366 0.699 -1.740 0.358
H 2.343 -1.740 0.741 0.206
H 0.881 -1.419 1.827 0.184
H -0.914 -1.642 -0.420 0.243
H -0.899 -0.552 -1.851 0.209

# 10
16
Properties=species:S:1:pos:R:3:nbo_charge:R:1 method="wB97M-V/def2-TZVPD" lumo_energy_ha=0.040 smiles="C1=NNCCNC1"
C 1.345 -1.155 -0.203 -0.023
N 2.005 -0.073 -0.122 -0.201
N 1.319 1.058 0.162 -0.479
C -0.068 1.461 -0.263 -0.268
C -1.244 0.576 0.201 -0.230
N -1.184 -0.756 -0.344 -0.662
C -0.091 -1.517 0.236 -0.295
H 2.020 -1.881 -0.387 0.178
H 1.988 1.908 0.314 0.378
H -0.435 2.335 0.275 0.213
H -0.265 1.500 -1.379 0.182
H -1.242 0.268 1.251 0.194
H -2.172 1.268 0.130 0.202
H -1.540 -0.934 -1.277 0.383
H -0.359 -2.540 0.120 0.220
H -0.076 -1.519 1.286 0.208

# 11
16
Properties=species:S:1:pos:R:3:nbo_charge:R:1 method="wB97M-V/def2-TZVPD" lumo_energy_ha=0.027
C 1.138 0.098 -0.104 0.454
C -0.165 -0.328 0.622 -0.299
C -1.287 0.821 0.618 -0.214
C -1.134 -1.012 -0.403 -0.192
H 3.108 -0.455 -0.269 0.390
H 1.816 -1.915 -0.014 0.394
H 2.213 1.787 -0.585 0.353
H -0.013 -0.854 1.403 0.210
H -1.936 1.443 1.632 0.190
H -0.911 1.764 0.036 0.232
H -2.640 0.488 -1.295 0.365
H -0.592 -0.999 -1.366 0.176
H -1.553 -2.105 -0.129 0.172
N 2.175 -0.814 0.234 -0.841
N 1.300 1.370 -0.456 -0.735
N -2.161 -0.075 -0.323 -0.655

# 12
16
Properties=species:S:1:pos:R:3:nbo_charge:R:1 method="wB97M-V/def2-TZVPD" lumo_energy_ha=0.034 smiles="CN1C=NNCC1"
C -2.072 -0.175 0.321 -0.411
N -0.659 0.093 0.012 -0.463
C -0.246 1.455 0.137 0.218
N 0.981 1.778 0.072 -0.323
N 1.919 0.735 0.200 -0.458
C 1.592 -0.498 -0.477 -0.253
C 0.277 -1.028 0.050 -0.212
H -2.376 -0.304 1.374 0.177
H -2.596 -1.031 -0.098 0.208
H -2.612 0.720 0.149 0.199
H -1.121 2.125 0.179 0.190
H 2.835 1.006 -0.272 0.359
H 1.416 -0.314 -1.562 0.173
H 2.439 -1.226 -0.309 0.212
H 0.316 -1.579 1.042 0.196
H -0.091 -1.759 -0.815 0.188

| no. | E (eV) |
| --- | --- |
| 1 | -20152.837 |
| 2 | -20156.714 |
| 3 | -20148.187 |
| 4 | -20147.768 |
| 5 | -30980.910 |
| 6 | -18097.999 |
| 7 | -8762.548 |
| 8 | -8759.444 |
| 9 | -8760.854 |
| 10 | -8761.115 |
| 11 | -8759.270 |
| 12 | -8762.129 |